Below is C57H48NOP3Ti as an isolated structure, with properties calculated with the ωB97M-V functional and the def2-TZVPD basis.

CARTESIAN COORDINATES (ANGSTROEM)
1 Ti -1.031 -0.459 3.141
2 C -2.005 0.321 -2.602
3 C -1.573 -0.974 -1.899
4 P -0.311 -1.916 -2.877
5 C -1.397 -2.480 -4.250
6 C -1.306 -1.811 -5.470
7 C -2.134 -2.154 -6.530
8 C -3.055 -3.181 -6.387
9 C -3.147 -3.862 -5.180
10 C -2.326 -3.512 -4.118
11 C -0.165 -3.468 -1.914
12 C -0.910 -3.781 -0.782
13 C -0.691 -4.968 -0.092
14 C 0.270 -5.864 -0.533
15 C 1.018 -5.566 -1.667
16 C 0.806 -4.376 -2.343
17 C -1.205 1.575 -2.239
18 P 0.615 1.490 -2.543
19 C 1.074 3.263 -2.361
20 C 0.215 4.277 -1.946
21 C 0.669 5.586 -1.818
22 C 1.991 5.898 -2.093
23 C 2.862 4.893 -2.494
24 C 2.407 3.591 -2.620
25 C 0.692 1.378 -4.378
26 C 1.703 0.594 -4.929
27 C 1.850 0.485 -6.306
28 C 0.969 1.145 -7.149
29 C -0.049 1.924 -6.613
30 C -0.179 2.047 -5.238
31 H -3.049 0.521 -2.347
32 H -1.992 0.178 -3.687
33 H -2.447 -1.612 -1.744
34 H -1.142 -0.754 -0.915
35 H -0.580 -1.016 -5.591
36 H -2.053 -1.621 -7.469
37 H -3.696 -3.456 -7.215
38 H -3.859 -4.669 -5.066
39 H -2.403 -4.052 -3.182
40 H -1.660 -3.097 -0.411
41 H -1.266 -5.181 0.800
42 H 0.441 -6.787 0.005
43 H 1.772 -6.260 -2.018
44 H 1.406 -4.139 -3.215
45 H -1.304 1.774 -1.166
46 H -1.643 2.430 -2.760
47 H -0.820 4.062 -1.717
48 H -0.016 6.361 -1.499
49 H 2.342 6.917 -1.994
50 H 3.899 5.124 -2.705
51 H 3.095 2.812 -2.933
52 H 2.366 0.051 -4.266
53 H 2.642 -0.127 -6.718
54 H 1.073 1.054 -8.223
55 H -0.736 2.444 -7.268
56 H -0.962 2.677 -4.834
57 C -3.822 -3.703 4.322
58 C -3.844 -3.637 5.735
59 C -3.107 -2.701 6.387
60 C -2.286 -1.787 5.655
61 N -2.310 -1.839 4.273
62 C -3.050 -2.792 3.663
63 C -1.490 -0.785 6.218
64 C -1.704 -0.179 7.496
65 C -1.581 1.145 7.798
66 C -1.365 2.288 6.915
67 C -1.511 2.378 5.582
68 C -0.929 0.081 5.183
69 H -4.393 -4.438 3.775
70 H -4.451 -4.334 6.299
71 H -3.116 -2.640 7.466
72 H -2.996 -2.801 2.580
73 H -2.005 -0.828 8.315
74 H -1.690 1.409 8.844
75 H -1.092 3.206 7.427
76 H -1.300 3.304 5.062
77 O -0.548 -2.194 2.057
78 C 0.230 -1.250 1.825
79 C 1.397 -1.244 0.964
80 C 1.947 -2.441 0.498
81 C 3.079 -2.418 -0.289
82 C 3.655 -1.194 -0.617
83 C 3.109 -0.004 -0.162
84 C 1.974 -0.002 0.649
85 P 1.171 1.620 0.985
86 C 2.613 2.625 1.498
87 C 2.575 3.974 1.155
88 C 3.599 4.832 1.534
89 C 4.678 4.345 2.254
90 C 4.735 2.997 2.589
91 C 3.711 2.143 2.212
92 C 0.240 1.407 2.558
93 C 0.885 0.705 3.624
94 C 0.404 0.142 4.821
95 C -1.950 1.183 4.769
96 C -2.162 1.402 3.285
97 C -1.121 1.741 2.414
98 H 1.469 -3.376 0.764
99 H 3.507 -3.341 -0.656
100 H 4.538 -1.165 -1.242
101 H 3.564 0.936 -0.450
102 H 1.742 4.352 0.575
103 H 3.554 5.877 1.255
104 H 5.480 5.009 2.548
105 H 5.581 2.611 3.143
106 H 3.783 1.091 2.458
107 H 1.917 0.456 3.415
108 H 1.100 -0.492 5.360
109 H -2.906 0.830 5.157
110 H -3.172 1.646 2.986
111 H -1.399 2.124 1.437

Computed properties:
**Max |F|**: 0.60 eV/A
**Electronic energy**: -114406.090 eV
**Total charge**: 0
**Energy above the lowest of the compared OMol25 structures with the same formula, charge and spin**: 0.0 kJ/mol
**E_HOMO**: -5.9 eV



Below is C57H49BrN4O2P2RuSSi as an isolated structure, with properties calculated with the ωB97M-V functional and the def2-TZVPD basis.

CARTESIAN COORDINATES (ANGSTROEM)
1 Ru 0.082 0.187 0.104
2 O 3.268 -2.161 -2.097
3 C 4.424 -1.747 -1.518
4 C 5.626 -2.135 -2.099
5 C 6.823 -1.692 -1.564
6 C 6.837 -0.854 -0.455
7 C 5.635 -0.485 0.126
8 C 4.421 -0.939 -0.381
9 C 3.137 -0.524 0.286
10 O 2.276 0.135 -0.566
11 N 2.422 -1.714 0.830
12 N 1.335 -1.257 1.512
13 C 0.865 -1.839 2.540
14 C -0.297 -1.307 3.236
15 Br -0.888 0.388 2.582
16 C -0.920 -1.986 4.196
17 C -2.141 -1.710 4.953
18 C -2.571 -0.439 5.334
19 C -3.770 -0.279 6.013
20 C -4.555 -1.382 6.318
21 C -4.125 -2.653 5.963
22 C -2.921 -2.815 5.300
23 H 2.560 -1.570 -1.797
24 H 5.596 -2.767 -2.977
25 H 7.755 -1.992 -2.026
26 H 7.773 -0.498 -0.048
27 H 5.626 0.160 0.999
28 H 3.417 0.102 1.143
29 H 3.027 -2.314 1.390
30 H 1.317 -2.737 2.962
31 H -0.479 -2.960 4.394
32 H -1.961 0.429 5.131
33 H -4.088 0.710 6.312
34 H -5.487 -1.252 6.853
35 H -4.722 -3.520 6.218
36 H -2.588 -3.807 5.013
37 C -3.453 1.056 0.216
38 Si -1.767 1.594 -0.420
39 C -1.340 3.248 0.370
40 C -2.259 4.236 0.727
41 C -1.830 5.425 1.298
42 C -0.475 5.639 1.522
43 C 0.452 4.668 1.176
44 C 0.021 3.474 0.601
45 P 1.172 2.143 0.053
46 C 1.790 2.797 -1.526
47 C 0.938 3.578 -2.307
48 C 1.362 4.070 -3.535
49 C 2.656 3.827 -3.970
50 C 3.519 3.070 -3.188
51 C 3.083 2.534 -1.987
52 C 2.538 2.401 1.246
53 C 2.476 1.877 2.535
54 C 3.478 2.128 3.460
55 C 4.568 2.914 3.116
56 C 4.634 3.457 1.842
57 C 3.628 3.206 0.917
58 C -2.014 1.781 -2.275
59 C -2.800 2.724 -2.937
60 C -2.992 2.632 -4.307
61 C -2.418 1.593 -5.034
62 C -1.627 0.652 -4.397
63 C -1.427 0.760 -3.021
64 P -0.334 -0.339 -2.083
65 C 0.897 -0.804 -3.339
66 C 1.722 0.189 -3.863
67 C 2.611 -0.105 -4.881
68 C 2.669 -1.390 -5.406
69 C 1.827 -2.374 -4.915
70 C 0.942 -2.086 -3.885
71 C -1.194 -1.894 -1.734
72 C -0.493 -2.891 -1.048
73 C -1.085 -4.125 -0.829
74 C -2.372 -4.368 -1.287
75 C -3.076 -3.372 -1.951
76 C -2.496 -2.133 -2.166
77 H -4.182 1.828 -0.053
78 H -3.481 0.904 1.295
79 H -3.761 0.122 -0.256
80 H -3.319 4.076 0.567
81 H -2.550 6.184 1.574
82 H -0.142 6.563 1.976
83 H 1.503 4.844 1.365
84 H -0.065 3.805 -1.967
85 H 0.682 4.656 -4.139
86 H 2.994 4.229 -4.917
87 H 4.529 2.874 -3.523
88 H 3.740 1.894 -1.416
89 H 1.648 1.254 2.830
90 H 3.403 1.704 4.453
91 H 5.353 3.108 3.835
92 H 5.469 4.085 1.557
93 H 3.705 3.665 -0.059
94 H -3.257 3.538 -2.386
95 H -3.591 3.374 -4.820
96 H -2.580 1.530 -6.102
97 H -1.153 -0.141 -4.963
98 H 1.651 1.199 -3.486
99 H 3.252 0.675 -5.270
100 H 3.363 -1.618 -6.204
101 H 1.858 -3.373 -5.328
102 H 0.298 -2.870 -3.513
103 H 0.527 -2.719 -0.715
104 H -0.539 -4.898 -0.304
105 H -2.829 -5.333 -1.117
106 H -4.081 -3.563 -2.304
107 H -3.041 -1.360 -2.695
108 S -3.024 -2.328 1.485
109 C -4.220 -3.292 2.106
110 N -5.476 -2.755 2.324
111 C -6.508 -3.445 2.848
112 C -6.334 -4.749 3.173
113 C -5.047 -5.280 2.931
114 N -4.044 -4.607 2.434
115 H -5.578 -1.778 2.085
116 H -7.433 -2.900 2.974
117 H -7.130 -5.346 3.588
118 H -4.851 -6.321 3.170

Computed properties:
**Max |F|**: 0.59 eV/A
**Electronic energy**: -179870.978 eV
**Total charge**: +1
**Energy above the lowest of the compared OMol25 structures with the same formula, charge and spin**: 26.9 kJ/mol
**Multiplicity**: 2
**E_HOMO (alpha / beta)**: -9.8 / -10.0 eV



Below is C57H49GeIrNOP as an isolated structure, with properties calculated with the ωB97M-V functional and the def2-TZVPD basis.

CARTESIAN COORDINATES (ANGSTROEM)
1 Ir 0.366 -0.007 -0.102
2 C -1.027 -0.254 -2.854
3 C -1.150 -1.757 -2.628
4 C 0.172 -2.456 -2.918
5 C -1.684 -2.032 -1.212
6 C -2.092 -3.490 -0.928
7 O -1.604 -3.733 0.388
8 C -0.886 -2.683 0.771
9 N -0.772 -1.734 -0.099
10 C -0.470 -2.695 2.172
11 C -0.554 -3.921 2.844
12 C -0.404 -3.996 4.215
13 C -0.226 -2.837 4.956
14 C -0.122 -1.622 4.305
15 C -0.186 -1.537 2.915
16 P 0.152 0.123 2.235
17 C -1.133 1.158 2.988
18 C -0.920 1.804 4.203
19 C -1.963 2.489 4.800
20 C -3.209 2.529 4.195
21 C -3.416 1.906 2.974
22 C -2.378 1.223 2.366
23 C 1.698 0.635 3.039
24 C 2.517 -0.231 3.755
25 C 3.681 0.242 4.336
26 C 4.024 1.578 4.223
27 C 3.204 2.448 3.517
28 C 2.054 1.979 2.914
29 H -0.685 -0.035 -3.862
30 H -0.280 0.188 -2.159
31 H -1.979 0.249 -2.696
32 H -1.910 -2.144 -3.315
33 H 0.943 -2.103 -2.230
34 H 0.504 -2.234 -3.929
35 H 0.079 -3.536 -2.833
36 H -2.555 -1.372 -1.079
37 H -1.636 -4.212 -1.611
38 H -3.173 -3.632 -0.926
39 H -0.766 -4.811 2.273
40 H -0.459 -4.953 4.709
41 H -0.173 -2.877 6.033
42 H 0.017 -0.716 4.879
43 H 0.054 1.785 4.668
44 H -1.803 2.983 5.745
45 H -4.018 3.059 4.671
46 H -4.387 1.948 2.505
47 H -2.517 0.749 1.401
48 H 2.231 -1.261 3.897
49 H 4.305 -0.432 4.904
50 H 4.917 1.945 4.704
51 H 3.463 3.493 3.445
52 H 1.405 2.648 2.366
53 C 0.852 1.868 -0.300
54 C 1.079 3.085 -0.190
55 C 1.416 4.416 -0.198
56 C 0.446 5.442 0.082
57 C 0.649 6.749 -0.398
58 C -0.277 7.738 -0.152
59 C -1.435 7.451 0.557
60 C -1.662 6.157 1.013
61 C -0.743 5.159 0.778
62 C 2.795 4.768 -0.510
63 C 3.418 5.805 0.198
64 C 4.702 6.199 -0.123
65 C 5.388 5.568 -1.151
66 C 4.789 4.521 -1.838
67 C 3.514 4.105 -1.510
68 H 1.522 6.971 -0.991
69 H -0.103 8.734 -0.527
70 H -2.163 8.227 0.737
71 H -2.567 5.934 1.553
72 H -0.912 4.158 1.149
73 H 2.890 6.281 1.013
74 H 5.165 7.005 0.428
75 H 6.387 5.884 -1.411
76 H 5.312 4.037 -2.649
77 H 3.045 3.306 -2.064
78 C 4.735 -1.578 -4.507
79 C 3.813 -0.562 -4.311
80 C 3.286 -0.340 -3.050
81 C 3.660 -1.171 -2.006
82 C 4.613 -2.159 -2.184
83 C 5.142 -2.371 -3.446
84 Ge 2.757 -1.025 -0.217
85 C 2.709 -2.846 0.608
86 C 3.145 -3.022 1.915
87 C 2.984 -4.236 2.556
88 C 2.382 -5.295 1.899
89 C 1.961 -5.139 0.590
90 C 2.110 -3.918 -0.044
91 C 4.333 -0.011 0.580
92 C 5.396 -0.657 1.188
93 C 6.363 0.097 1.835
94 C 6.318 1.480 1.781
95 C 5.290 2.119 1.108
96 C 4.296 1.370 0.506
97 H 5.155 -1.742 -5.488
98 H 3.505 0.063 -5.136
99 H 2.568 0.456 -2.885
100 H 4.929 -2.767 -1.347
101 H 5.883 -3.144 -3.587
102 H 3.634 -2.204 2.424
103 H 3.336 -4.353 3.569
104 H 2.254 -6.241 2.401
105 H 1.519 -5.971 0.063
106 H 1.786 -3.812 -1.069
107 H 5.486 -1.735 1.177
108 H 7.168 -0.403 2.352
109 H 7.096 2.069 2.241
110 H 5.251 3.195 1.045
111 H 3.486 1.865 -0.012

Computed properties:
**Max |F|**: 1.42 eV/A
**Electronic energy**: -132068.645 eV
**Total charge**: +2
**Energy above the lowest of the compared OMol25 structures with the same formula, charge and spin**: 0.0 kJ/mol
**Multiplicity**: 5
**E_HOMO (alpha / beta)**: -11.0 / -13.1 eV



Below is C57H50AsBr2CsN2O7S2 as an isolated structure, with properties calculated with the ωB97M-V functional and the def2-TZVPD basis.

CARTESIAN COORDINATES (ANGSTROEM)
1 Cs -0.011 -0.334 -0.291
2 C -3.609 -0.829 -2.192
3 C -2.589 -0.178 -3.067
4 C -2.983 0.623 -4.158
5 C -2.031 1.287 -4.879
6 C -0.669 1.143 -4.543
7 C 0.394 1.800 -5.183
8 Br 0.049 3.097 -6.546
9 C 1.705 1.550 -4.853
10 C 1.984 0.632 -3.860
11 Br 3.786 0.201 -3.427
12 C 1.011 -0.052 -3.104
13 O 1.309 -0.862 -2.194
14 C -0.365 0.250 -3.475
15 N -1.324 -0.366 -2.777
16 H -4.042 -1.699 -2.689
17 H -4.413 -0.130 -1.963
18 H -3.124 -1.139 -1.270
19 H -4.033 0.716 -4.401
20 H -2.310 1.907 -5.723
21 H 2.509 2.059 -5.366
22 C 9.230 -0.785 0.002
23 C 7.733 -0.704 0.059
24 C 6.947 -1.800 -0.277
25 C 5.568 -1.707 -0.279
26 C 4.959 -0.510 0.057
27 C 5.728 0.588 0.398
28 C 7.106 0.485 0.411
29 S 3.133 -0.397 0.043
30 O 2.846 1.033 0.174
31 C 3.176 -1.225 1.669
32 C 2.980 -2.607 1.567
33 C 3.044 -3.410 2.669
34 C 3.266 -2.854 3.945
35 C 3.352 -3.651 5.105
36 C 3.533 -3.086 6.337
37 C 3.611 -1.692 6.461
38 C 3.541 -0.892 5.355
39 C 3.396 -1.445 4.065
40 C 3.387 -0.636 2.892
41 C 3.631 0.810 3.033
42 C 4.903 1.228 3.523
43 C 5.961 0.322 3.759
44 C 7.123 0.734 4.353
45 C 7.302 2.076 4.710
46 C 6.331 2.994 4.414
47 C 5.120 2.602 3.811
48 C 4.108 3.534 3.492
49 C 2.925 3.107 2.959
50 C 2.656 1.744 2.769
51 S 0.980 1.414 2.064
52 O 0.912 -0.033 1.921
53 C 0.266 1.823 3.684
54 C 0.214 0.856 4.669
55 C -0.387 1.147 5.882
56 C -0.951 2.394 6.114
57 C -1.667 2.700 7.398
58 C -0.880 3.360 5.117
59 C -0.268 3.080 3.911
60 H 9.531 -1.635 -0.604
61 H 9.665 -0.905 0.994
62 H 9.647 0.123 -0.431
63 H 7.423 -2.732 -0.549
64 H 4.962 -2.554 -0.559
65 H 5.233 1.517 0.639
66 H 7.701 1.342 0.696
67 H 2.770 -3.021 0.592
68 H 2.893 -4.476 2.581
69 H 3.267 -4.726 5.006
70 H 3.590 -3.699 7.227
71 H 3.734 -1.255 7.443
72 H 3.595 0.181 5.460
73 H 5.840 -0.710 3.465
74 H 7.908 0.020 4.562
75 H 8.217 2.385 5.195
76 H 6.470 4.042 4.648
77 H 4.283 4.585 3.684
78 H 2.148 3.812 2.696
79 H 0.600 -0.127 4.456
80 H -0.442 0.383 6.645
81 H -1.446 1.956 8.159
82 H -2.743 2.698 7.229
83 H -1.394 3.688 7.769
84 H -1.336 4.327 5.279
85 H -0.238 3.833 3.137
86 O -5.796 3.488 2.233
87 C -5.534 2.348 1.827
88 O -6.290 1.425 1.506
89 C -4.007 2.032 1.685
90 C -3.114 3.008 1.242
91 C -1.780 2.681 1.150
92 N -1.296 1.479 1.454
93 C -2.135 0.533 1.863
94 C -3.499 0.781 1.994
95 C -1.640 -0.910 2.026
96 O -1.358 -1.342 3.138
97 O -1.659 -1.518 0.927
98 H -3.482 3.997 1.001
99 H -1.039 3.408 0.820
100 H -4.166 0.001 2.329
101 C 2.422 -4.349 -1.767
102 C 0.949 -4.736 -1.743
103 As -0.125 -3.402 -0.644
104 C -0.248 -4.307 1.122
105 C 0.327 -5.704 1.299
106 C -1.900 -3.962 -1.335
107 C -2.221 -5.450 -1.383
108 H 2.979 -4.872 -2.550
109 H 2.892 -4.589 -0.812
110 H 2.506 -3.277 -1.946
111 H 0.843 -5.778 -1.426
112 H 0.555 -4.658 -2.763
113 H -1.310 -4.297 1.371
114 H 0.228 -3.628 1.832
115 H -0.169 -6.438 0.663
116 H 0.202 -6.027 2.336
117 H 1.392 -5.719 1.062
118 H -2.006 -3.535 -2.338
119 H -2.618 -3.458 -0.687
120 H -1.489 -5.995 -1.978
121 H -3.201 -5.619 -1.837
122 H -2.235 -5.882 -0.383

Computed properties:
**Max |F|**: 3.45 eV/A
**Electronic energy**: -300375.747 eV
**Total charge**: -2
**Energy above the lowest of the compared OMol25 structures with the same formula, charge and spin**: 99.9 kJ/mol
**E_HOMO**: -2.5 eV